Record 1
Molecular formula: C6H12O
Method: DFT, ωB97M-V/def2-TZVPD

```
19
Properties=species:S:1:pos:R:3:forces:R:3
C -2.4758 -0.8466 0.3597 -0.2 0.0 0.0
C -1.1348 -0.9933 -0.3491 -0.1 0.4 0.0
C -0.1060 -0.0297 0.2438 -2.0 3.5 -1.2
C -0.2604 1.5721 -0.4630 2.0 -1.2 0.6
O -0.2855 2.6747 0.0050 -0.6 -1.2 -0.4
C 1.2819 -0.1531 -0.3208 0.3 -3.2 2.6
C 2.4284 0.6871 0.2385 0.0 -0.1 0.2
H -3.2572 -1.4156 -0.1517 0.1 0.1 0.1
H -2.4206 -1.2044 1.3947 0.0 0.1 -0.2
H -2.7760 0.2064 0.3811 0.0 -0.2 0.0
H -0.8434 -2.0589 -0.3646 0.3 0.5 0.2
H -1.2312 -0.6932 -1.4007 -0.1 -0.2 0.0
H -0.1232 0.1120 1.3364 -0.1 -0.2 -0.3
H 0.5283 1.1987 -1.2907 -1.7 1.6 -0.5
H 1.4527 -0.7099 -1.2450 -0.4 0.5 0.0
H 1.0270 -1.0194 0.4469 2.5 -0.4 -0.9
H 3.2382 0.8135 -0.4876 -0.2 -0.1 0.1
H 2.8438 0.1709 1.1079 0.1 0.3 0.0
H 2.1140 1.6887 0.5592 0.0 -0.2 -0.1
```
Positions in Å, forces in eV/Å.

The HOMO-LUMO gap is 9.77 eV. The value obtained for the highest occupied orbital energy is -8.7056 eV. Its total energy is -8460.5524 eV. As for the spin multiplicity: 1.

Record 2
Molecular formula: C6H12O
Method: DFT, ωB97M-V/def2-TZVPD

```
19
Properties=species:S:1:pos:R:3:forces:R:3
C 2.2192 -1.2760 -1.8529 -0.1 0.1 0.4
C 1.4343 -0.6657 -0.9768 -0.3 -0.4 -0.3
C 0.9415 0.7577 -1.1198 -0.4 -0.7 0.0
C -0.2309 1.1086 -0.2325 -0.1 0.2 -0.8
C -1.4759 0.7955 -0.5740 0.0 -0.2 0.4
C 0.0946 1.8119 1.0408 -0.3 -0.4 0.6
H 2.5911 -0.8173 -2.7505 0.1 0.3 -0.2
H 2.5270 -2.2830 -1.6548 0.1 -0.4 -0.1
H 1.0768 -1.2841 -0.1525 0.0 0.4 0.1
H 0.6541 0.9360 -2.1547 0.1 -0.1 -0.1
H 1.7897 1.3828 -0.9168 0.4 0.6 0.2
H -2.2597 1.0461 0.1246 -0.3 0.1 0.0
H -1.7667 0.2153 -1.4458 0.3 0.2 0.0
H 0.9149 2.5121 0.9304 0.2 0.0 0.0
H 0.3600 1.0311 1.7558 0.5 0.1 0.2
H -0.7493 2.3206 1.5115 -0.1 0.0 -0.3
O -2.4417 -2.3443 3.0793 -0.5 -0.6 -0.7
H -3.3944 -2.2016 2.9689 0.3 0.2 0.2
H -2.2848 -3.0456 2.4198 0.2 0.4 0.4
```
Positions in Å, forces in eV/Å.

The HOMO-LUMO gap is 9.99 eV. The value obtained for the highest occupied orbital energy is -9.1948 eV. Its total energy is -8462.5884 eV. As for the spin multiplicity: 1.

Record 3
Molecular formula: C6H12O
Method: DFT, ωB97M-V/def2-TZVPD

```
19
Properties=species:S:1:pos:R:3:forces:R:3
C -0.3391 -0.3383 -2.5979 0.0 0.0 -0.1
C 0.0298 0.7440 -1.5937 0.1 0.2 -0.4
O -0.7619 0.5791 -0.4535 -0.4 0.4 -0.4
C -0.3217 1.1991 0.7436 0.1 0.0 0.0
C -0.3390 0.0783 1.7558 -0.1 -0.2 -0.3
C 0.8524 -0.6657 2.2934 0.2 -0.1 0.3
C 0.1362 -1.2091 1.1087 -0.1 -0.4 0.2
H 0.0870 -0.1069 -3.5791 0.0 0.0 0.1
H 0.0272 -1.3250 -2.2915 -0.1 0.2 0.0
H -1.4268 -0.3976 -2.6989 0.1 0.0 0.0
H -0.1719 1.7382 -2.0082 0.2 0.0 -0.2
H 1.1105 0.6903 -1.3610 -0.3 0.0 0.1
H 0.6753 1.6491 0.6206 -0.1 -0.2 0.0
H -1.0261 2.0054 0.9937 0.2 -0.2 0.1
H -1.2252 0.0631 2.4001 0.3 -0.3 -0.4
H 1.8540 -0.2749 2.1289 -0.2 -0.1 0.1
H 0.6801 -1.1878 3.2262 0.3 0.2 0.1
H 0.6845 -1.1815 0.1607 -0.4 0.4 0.4
H -0.5249 -2.0598 1.1522 0.1 -0.3 0.3
```
Positions in Å, forces in eV/Å.

The HOMO-LUMO gap is 10.55 eV. The value obtained for the highest occupied orbital energy is -9.3455 eV. Its total energy is -8462.2642 eV. As for the spin multiplicity: 1.

Record 4
Molecular formula: C6H12O
Method: DFT, ωB97M-V/def2-TZVPD

```
19
Properties=species:S:1:pos:R:3:forces:R:3
C -0.5679 1.5554 1.0207 -0.1 0.0 0.0
C 0.3706 0.4568 0.4968 -0.1 0.0 0.0
C 0.3591 -0.8226 1.3588 -0.3 0.2 0.2
C 2.1850 -0.7080 -1.1566 0.2 -0.2 -0.3
O 0.9376 -1.0344 -1.3092 0.8 0.4 0.1
C 0.0595 0.0978 -0.9624 -0.1 0.1 0.0
C -1.3472 -0.3727 -1.2604 0.0 0.0 0.0
H -0.2664 1.9009 2.0177 0.0 -0.2 -0.2
H -0.5504 2.4403 0.3675 0.0 -0.3 0.1
H -1.6077 1.2166 1.0872 0.1 0.0 0.0
H 1.3788 0.8911 0.5052 -0.2 -0.3 -0.1
H -0.6767 -1.1205 1.5311 -0.1 0.0 0.1
H 0.7998 -0.5863 2.3293 0.0 -0.2 0.0
H 0.8597 -1.7105 0.9271 -0.1 0.8 0.2
H 2.7589 -1.6516 -1.2898 -0.3 -0.1 -0.2
H 0.3572 0.9181 -1.6237 -0.1 -0.1 0.1
H -1.6072 -1.2288 -0.6301 0.0 0.1 -0.1
H -2.0762 0.4280 -1.0998 0.2 -0.1 0.0
H -1.4008 -0.6930 -2.3042 -0.1 0.1 0.1
```
Positions in Å, forces in eV/Å.

The HOMO-LUMO gap is 9.19 eV. The value obtained for the highest occupied orbital energy is -8.3405 eV. Its total energy is -8461.1124 eV. As for the spin multiplicity: 1.

Record 5
Molecular formula: C6H12O
Method: DFT, ωB97M-V/def2-TZVPD

```
19
Properties=species:S:1:pos:R:3:forces:R:3
C -2.4344 1.9584 0.7019 0.0 0.7 -0.7
C -1.6167 1.2308 -0.0516 0.5 -0.7 1.0
C -0.1492 1.3412 0.0121 -0.3 0.6 -1.3
C 0.6547 0.4023 -0.4757 -0.2 0.0 0.1
C 2.1388 0.5592 -0.6418 0.1 0.1 0.9
C 2.8405 1.0662 0.6332 0.0 -0.5 -0.1
H -2.0299 2.7820 1.2824 0.0 -0.1 0.1
H -3.5089 1.9223 0.6098 -0.1 -0.3 0.1
H -1.9523 0.3825 -0.6365 -0.4 0.1 -0.1
H 0.2515 2.3414 0.1415 0.1 0.0 0.7
H 0.1697 -0.5250 -0.7736 0.3 -0.1 -0.1
H 2.5731 -0.4129 -0.8526 0.1 0.0 -0.5
H 2.3543 1.2728 -1.4367 0.0 -0.2 -0.3
H 2.5470 2.0725 0.9133 0.0 0.1 0.0
H 3.9248 1.0299 0.4936 -0.1 0.2 0.0
H 2.5948 0.3988 1.4622 0.0 0.1 0.0
O -1.5538 -5.0024 -0.4176 0.0 0.3 -1.1
H -0.6924 -5.3975 -0.2502 -0.4 0.0 0.6
H -2.1207 -4.9462 0.3483 0.4 -0.3 0.5
```
Positions in Å, forces in eV/Å.

The HOMO-LUMO gap is 9.54 eV. The value obtained for the highest occupied orbital energy is -8.6393 eV. Its total energy is -8462.5919 eV. As for the spin multiplicity: 1.

Record 6
Molecular formula: C6H12O
Method: DFT, ωB97M-V/def2-TZVPD

```
19
Properties=species:S:1:pos:R:3:forces:R:3
C 2.8837 0.1981 0.2661 0.1 0.0 0.0
C 1.4934 -0.4281 0.2071 0.0 -0.1 0.0
C 0.3845 0.6162 0.0537 0.0 0.0 0.1
C -0.9827 -0.0001 -0.0014 0.0 0.2 -0.2
C -1.6411 -0.7491 -1.1549 0.1 -0.2 -0.2
O -2.8792 0.0280 -0.9004 -0.1 0.0 0.0
C -2.2762 0.6258 0.1022 0.1 0.2 0.1
H 3.1062 0.7568 -0.6510 0.0 -0.1 0.1
H 2.9625 0.8978 1.1070 0.0 -0.1 -0.1
H 3.6614 -0.5624 0.3921 -0.1 0.1 0.0
H 1.3014 -1.0149 1.1139 0.0 0.1 -0.1
H 1.4423 -1.1351 -0.6333 0.0 0.1 0.1
H 0.5951 1.2285 -0.8412 0.0 -0.1 0.1
H 0.4256 1.3055 0.9088 0.0 -0.1 -0.1
H -1.7618 -0.4570 1.0724 -0.2 0.0 0.1
H -1.8760 -1.8107 -1.0039 0.0 0.1 0.0
H -1.2904 -0.5646 -2.1754 0.0 0.0 0.2
H -2.7181 1.4872 0.5949 0.1 -0.2 0.0
H -2.8306 -0.4217 1.5433 0.1 0.0 0.0
```
Positions in Å, forces in eV/Å.

The HOMO-LUMO gap is 7.56 eV. The value obtained for the highest occupied orbital energy is -7.0278 eV. Its total energy is -8457.8120 eV. As for the spin multiplicity: 1.